(1)
Density functional theory data (the ωB97M-V functional and the def2-TZVPD basis) for an isolated ion of composition C11H14O2PS and charge -1.

Results
M (g/mol): 241.27
E (Eh): -1317.67029
Highest occupied orbital energy (eV): -4.05

The geometry in ORCA input format:
```
! wB97M-V def2-TZVPD RIJCOSX def2/J DEFGRID3
* xyz -1 1
C 1.236 -1.267 2.169
C 0.870 -1.307 0.706
C -0.518 -1.049 0.332
C -1.024 -1.531 -0.881
C -2.308 -1.232 -1.290
C -3.130 -0.439 -0.505
C -2.648 0.043 0.702
C -1.369 -0.263 1.119
C 1.613 -2.381 -0.099
O 1.424 -3.573 0.082
O 2.414 -1.848 -0.937
P 2.148 0.190 -0.438
C 1.156 1.706 0.103
C 1.827 0.381 -2.246
S 3.971 0.572 0.123
H 1.153 -0.256 2.572
H 2.268 -1.596 2.295
H 0.582 -1.930 2.743
H -0.392 -2.151 -1.499
H -2.677 -1.619 -2.232
H -4.134 -0.197 -0.829
H -3.281 0.665 1.323
H -1.016 0.132 2.061
H 1.151 1.756 1.189
H 1.646 2.599 -0.279
H 0.132 1.663 -0.261
H 2.504 -0.280 -2.778
H 0.797 0.112 -2.470
H 2.010 1.419 -2.519
*
```

=====

(2)
Density functional theory data (the ωB97M-V functional and the def2-TZVPD basis) for a 12-piece molecular cluster, C49H94F6NO13S overall.

Results
M (g/mol): 1051.34
E (Eh): -3953.36292
Highest occupied orbital energy (eV): -5.25

The geometry in ORCA input format:
```
! wB97M-V def2-TZVPD RIJCOSX def2/J DEFGRID3
* xyz -1 1
C -6.194 6.683 -2.814
C -4.757 7.419 -2.474
C -3.566 6.363 -2.033
F -4.178 5.050 -1.726
N -2.387 6.318 -2.978
S -2.635 5.213 -4.307
O -1.527 5.565 -5.375
O -3.988 5.358 -5.042
C -2.392 3.401 -3.884
F -2.022 2.722 -5.182
F -3.612 2.704 -3.404
C -1.069 3.148 -2.894
F 0.111 3.573 -3.730
F -1.144 3.890 -1.615
F -0.920 1.660 -2.686
H -6.925 7.520 -3.209
H -6.136 5.865 -3.649
H -6.680 6.145 -1.866
H -4.974 8.122 -1.534
H -4.400 8.170 -3.329
H -3.142 6.778 -0.997
C 2.340 -0.628 -0.251
C 1.287 0.383 -0.627
C 0.264 0.200 0.473
O 0.982 -0.214 1.644
C 2.320 -0.558 1.261
H 3.324 -0.416 -0.675
H 2.030 -1.626 -0.582
H 1.710 1.394 -0.579
H 0.871 0.234 -1.626
H -0.451 -0.591 0.222
H -0.291 1.118 0.686
H 2.986 0.231 1.629
H 2.607 -1.503 1.729
C 2.898 -0.731 5.252
C 1.841 -1.804 5.219
C 2.668 -3.067 5.316
O 3.838 -2.740 6.079
C 3.911 -1.314 6.213
H 2.523 0.246 5.569
H 3.347 -0.620 4.258
H 1.192 -1.713 6.098
H 1.212 -1.774 4.325
H 2.997 -3.404 4.328
H 2.129 -3.885 5.803
H 3.663 -1.063 7.251
H 4.930 -0.975 6.006
C 5.836 -7.528 3.981
C 5.786 -6.786 5.292
C 4.736 -5.731 5.019
O 3.818 -6.293 4.071
C 4.387 -7.500 3.546
H 6.237 -8.541 4.064
H 6.452 -6.973 3.263
H 5.442 -7.459 6.086
H 6.747 -6.363 5.594
H 5.179 -4.837 4.566
H 4.196 -5.433 5.922
H 3.830 -8.343 3.970
H 4.274 -7.519 2.459
C 0.747 -6.509 4.231
C 0.365 -7.633 5.159
C -0.581 -6.944 6.118
O -1.228 -5.895 5.384
C -0.544 -5.725 4.135
H 1.114 -6.847 3.259
H 1.525 -5.891 4.696
H -0.170 -8.409 4.600
H 1.217 -8.098 5.661
H -0.038 -6.483 6.951
H -1.333 -7.625 6.527
H -1.190 -6.121 3.344
H -0.376 -4.661 3.948
C 5.742 3.386 -1.037
C 6.791 2.311 -0.919
C 5.960 1.048 -0.995
O 4.822 1.348 -1.814
C 4.763 2.768 -2.011
H 6.134 4.347 -1.380
H 5.257 3.540 -0.066
H 7.473 2.362 -1.776
H 7.386 2.375 -0.005
H 5.592 0.754 -0.007
H 6.513 0.208 -1.426
H 5.051 2.973 -3.048
H 3.739 3.119 -1.857
C -4.006 -3.162 1.371
C -3.080 -2.048 1.787
C -3.568 -0.895 0.937
O -4.972 -1.098 0.728
C -5.310 -2.425 1.156
H -4.086 -3.965 2.108
H -3.662 -3.596 0.425
H -3.229 -1.819 2.849
H -2.022 -2.274 1.632
H -3.081 -0.891 -0.044
H -3.403 0.076 1.413
H -5.876 -2.341 2.090
H -5.944 -2.905 0.406
C -5.833 -2.160 -2.633
C -5.997 -2.115 -4.131
C -7.480 -1.854 -4.280
O -7.885 -1.091 -3.135
C -6.819 -1.107 -2.176
H -4.812 -1.963 -2.297
H -6.135 -3.144 -2.256
H -5.426 -1.274 -4.541
H -5.671 -3.028 -4.636
H -8.050 -2.789 -4.277
H -7.718 -1.303 -5.194
H -6.361 -0.112 -2.169
H -7.222 -1.313 -1.180
C 0.725 0.773 -5.838
C 0.017 0.022 -6.935
C 1.148 -0.276 -7.896
O 2.341 -0.401 -7.109
C 2.063 0.068 -5.782
H 0.195 0.758 -4.882
H 0.867 1.819 -6.136
H -0.392 -0.915 -6.539
H -0.798 0.583 -7.397
H 1.298 0.549 -8.601
H 0.984 -1.195 -8.465
H 2.023 -0.805 -5.121
H 2.870 0.724 -5.446
C -1.065 1.462 3.648
C -1.105 1.352 5.150
C -0.142 2.440 5.573
O -0.207 3.465 4.572
C -0.929 2.955 3.443
H -1.945 1.042 3.153
H -0.177 0.949 3.262
H -2.113 1.585 5.513
H -0.825 0.365 5.527
H 0.888 2.069 5.605
H -0.390 2.863 6.550
H -1.909 3.444 3.425
H -0.397 3.205 2.521
C -8.246 2.670 -0.313
C -8.285 2.560 1.189
C -7.322 3.648 1.612
O -7.387 4.673 0.611
C -8.109 4.163 -0.518
H -9.125 2.250 -0.808
H -7.357 2.157 -0.700
H -9.293 2.792 1.551
H -8.006 1.573 1.566
H -6.292 3.276 1.644
H -7.570 4.071 2.589
H -9.089 4.652 -0.536
H -7.577 4.413 -1.440
C 9.421 2.414 -5.735
C 8.369 3.425 -6.111
C 7.346 3.241 -5.012
O 8.063 2.828 -3.841
C 9.402 2.484 -4.224
H 10.406 2.626 -6.160
H 9.112 1.416 -6.067
H 8.792 4.435 -6.064
H 7.953 3.275 -7.111
H 6.630 2.451 -5.262
H 6.791 4.159 -4.798
H 10.067 3.273 -3.855
H 9.689 1.538 -3.756
*
```

=====

(3)
Density functional theory data (the ωB97M-V functional and the def2-TZVPD basis) for one molecule with the formula C6H10.

Results
M (g/mol): 82.15
Energy above the lowest of the compared OMol25 structures with the same formula, charge and spin (kcal per mole): 123.3
E (Eh): -234.40607
Highest occupied orbital energy (spin up / spin down) (eV): -7.22 / -7.22

The geometry in ORCA input format:
```
! wB97M-V def2-TZVPD RIJCOSX def2/J DEFGRID3
* xyz 0 1
C 2.227 0.423 0.233
C 1.133 -0.646 0.416
C 0.007 -0.390 -0.553
C -2.035 -0.592 -0.158
C -0.881 0.672 -0.414
C -1.104 1.948 -0.273
H 2.720 0.322 -0.739
H 1.790 1.425 0.297
H 2.993 0.322 1.011
H 1.551 -1.652 0.292
H 0.735 -0.574 1.433
H -0.087 -1.072 -1.402
H -2.745 -0.018 0.446
H -2.476 -0.847 -1.122
H -1.788 -1.495 0.400
H -2.066 2.265 0.145
*
```

=====

(4)
Density functional theory data (the ωB97M-V functional and the def2-TZVPD basis) for an isolated ion of composition H3N2O2S and charge -1.

Results
M (g/mol): 95.10
Energy above the lowest of the compared OMol25 structures with the same formula, charge and spin (kcal per mole): 18.3
E (Eh): -659.98124
Highest occupied orbital energy (eV): -3.25

The geometry in ORCA input format:
```
! wB97M-V def2-TZVPD RIJCOSX def2/J DEFGRID3
* xyz -1 1
N 1.288 0.517 0.088
N 0.190 0.521 -0.844
O -1.969 -1.105 -0.734
O -0.787 -0.863 1.371
S -1.439 -0.143 0.247
H 1.356 1.468 0.497
H 1.081 -0.052 0.819
H 0.281 -0.342 -1.444
*
```

=====

(5)
Density functional theory data (the ωB97M-V functional and the def2-TZVPD basis) for a 2-piece molecular cluster, C3H9O2 overall.

Results
M (g/mol): 77.10
Energy above the lowest of the compared OMol25 structures with the same formula, charge and spin (kcal per mole): 25.1
E (Eh): -270.14573
Highest occupied orbital energy (eV): -2.21

The geometry in ORCA input format:
```
! wB97M-V def2-TZVPD RIJCOSX def2/J DEFGRID3
* xyz -1 1
C -0.462 -0.803 0.394
O -0.478 -1.248 -0.903
C -1.164 0.608 0.662
C -1.209 1.422 -0.587
H 0.572 -0.613 0.733
H -1.064 -1.582 0.916
H -0.521 1.119 1.389
H -2.113 0.393 1.151
H -1.862 2.310 -0.567
H -1.499 0.849 -1.474
H -0.263 1.879 -0.895
H 2.276 0.474 0.002
H 2.465 -1.000 0.191
O 2.913 -0.157 0.308
*
```

=====

(6)
Density functional theory data (the ωB97M-V functional and the def2-TZVPD basis) for C21H23AsAuPS as an isolated structure.

Results
M (g/mol): 610.35
Energy above the lowest of the compared OMol25 structures with the same formula, charge and spin (kcal per mole): 3.3
E (Eh): -3925.06172
Highest occupied orbital energy (eV): -7.35

The geometry in ORCA input format:
```
! wB97M-V def2-TZVPD RIJCOSX def2/J DEFGRID3
* xyz 0 1
Au 2.343 -1.461 0.606
S 2.790 -0.226 -1.296
C 2.112 1.284 -0.662
C 2.934 2.402 -0.623
C 2.466 3.602 -0.124
C 1.163 3.699 0.336
C 0.324 2.602 0.249
C 0.774 1.387 -0.256
As -0.351 -0.203 -0.326
C -2.108 0.672 -0.292
C -2.621 0.999 0.962
C -3.881 1.552 1.092
C -4.661 1.755 -0.036
C -4.163 1.433 -1.286
C -2.894 0.894 -1.415
C -0.258 -0.636 -2.223
C 0.130 0.276 -3.195
C 0.222 -0.107 -4.520
C -0.100 -1.401 -4.891
C -0.506 -2.314 -3.933
C -0.572 -1.934 -2.605
H 3.945 2.314 -0.988
H 3.122 4.460 -0.095
H 0.796 4.631 0.742
H -0.709 2.693 0.569
H -2.015 0.807 1.847
H -4.269 1.820 2.064
H -5.660 2.153 0.065
H -4.775 1.603 -2.161
H -2.510 0.634 -2.396
H 0.398 1.286 -2.903
H 0.562 0.596 -5.269
H -0.025 -1.707 -5.925
H -0.755 -3.324 -4.223
H -0.853 -2.661 -1.848
C 1.426 -0.671 3.686
P 1.752 -2.161 2.689
C 0.193 -3.092 2.837
C 2.935 -3.061 3.751
H 1.071 -0.926 4.684
H 0.687 -0.060 3.167
H 2.351 -0.099 3.760
H -0.132 -3.151 3.875
H 0.329 -4.092 2.429
H -0.557 -2.575 2.236
H 2.606 -3.045 4.791
H 3.903 -2.565 3.663
H 3.044 -4.085 3.396
*
```

=====

(7)
Density functional theory data (the ωB97M-V functional and the def2-TZVPD basis) for C3H4IN as an isolated structure.

Results
M (g/mol): 180.98
Energy above the lowest of the compared OMol25 structures with the same formula, charge and spin (kcal per mole): 32.0
E (Eh): -469.07323
Highest occupied orbital energy (eV): -9.89

The geometry in ORCA input format:
```
! wB97M-V def2-TZVPD RIJCOSX def2/J DEFGRID3
* xyz 0 1
C 0.551 -0.503 1.418
C -0.857 0.064 -0.647
C 0.384 0.227 0.205
N 0.692 -1.180 2.334
I 2.184 -0.591 -0.910
H -1.712 0.628 -0.295
H -0.674 0.684 -1.624
H -1.233 -1.019 -0.855
H 0.665 1.691 0.374
*
```

=====

(8)
Density functional theory data (the ωB97M-V functional and the def2-TZVPD basis) for one molecule with the formula CH5N.

Results
M (g/mol): 31.06
Energy above the lowest of the compared OMol25 structures with the same formula, charge and spin (kcal per mole): 4.0
E (Eh): -95.83221
Highest occupied orbital energy (eV): -9.32

The geometry in ORCA input format:
```
! wB97M-V def2-TZVPD RIJCOSX def2/J DEFGRID3
* xyz 0 1
C -0.541 -0.241 -0.147
N 0.905 0.198 -0.032
H -0.853 0.097 -1.113
H -0.598 -1.331 -0.128
H -1.114 0.216 0.594
H 0.941 1.206 -0.078
H 1.261 -0.145 0.905
*
```

=====

(9)
Density functional theory data (the ωB97M-V functional and the def2-TZVPD basis) for a 2-piece molecular cluster, C6H8S overall.

Results
M (g/mol): 112.20
Energy above the lowest of the compared OMol25 structures with the same formula, charge and spin (kcal per mole): 110.5
E (Eh): -631.41510
Highest occupied orbital energy (eV): -8.31

The geometry in ORCA input format:
```
! wB97M-V def2-TZVPD RIJCOSX def2/J DEFGRID3
* xyz 0 1
C -1.752 1.861 -0.402
C -1.542 0.674 -0.210
C -2.518 -1.532 0.126
C -1.461 -0.671 0.103
C 2.353 0.759 -0.007
C 0.454 -1.287 0.578
S 1.603 -0.800 -0.649
H -1.633 2.849 -0.311
H -2.371 -2.624 0.490
H -3.602 -1.299 -0.091
H 2.480 1.224 -1.047
H 3.264 0.411 0.514
H 1.563 1.232 0.551
H 0.827 -0.990 1.537
H 0.335 -2.420 0.541
*
```

=====

(10)
Density functional theory data (the ωB97M-V functional and the def2-TZVPD basis) for one molecule with the formula C2H6NO2P.

Results
M (g/mol): 107.05
Energy above the lowest of the compared OMol25 structures with the same formula, charge and spin (kcal per mole): 79.6
E (Eh): -626.29354
Highest occupied orbital energy (eV): -9.43

The geometry in ORCA input format:
```
! wB97M-V def2-TZVPD RIJCOSX def2/J DEFGRID3
* xyz 0 1
C 1.431 -0.591 -0.310
N 0.122 0.007 -0.128
O 0.198 1.265 0.615
C -0.996 -0.750 0.225
O -1.110 -1.892 -0.124
P -2.063 0.262 1.346
H 1.451 -1.427 -0.940
H 2.137 0.039 -0.720
H 1.834 -0.879 0.749
H 0.793 1.000 1.328
H -3.232 -0.514 1.059
H -1.982 1.122 0.210
*
```

=====

(11)
Density functional theory data (the ωB97M-V functional and the def2-TZVPD basis) for a 6-piece molecular cluster, C3H15NO4 overall.

Results
M (g/mol): 129.16
Energy above the lowest of the compared OMol25 structures with the same formula, charge and spin (kcal per mole): 167.6
E (Eh): -478.76179
Highest occupied orbital energy (eV): -8.42

The geometry in ORCA input format:
```
! wB97M-V def2-TZVPD RIJCOSX def2/J DEFGRID3
* xyz 0 1
N 0.599 -1.636 -0.221
C -2.116 -0.665 0.936
C -0.978 0.355 3.038
C -1.385 0.344 1.706
H 0.572 -2.653 -0.090
H 0.625 -1.473 -1.231
H -2.145 -1.703 1.344
H -3.061 -0.363 0.516
H -0.322 1.178 3.430
H -1.169 -0.542 3.679
H -1.152 1.311 1.164
H 2.209 0.033 -1.658
H 2.514 -0.163 -0.177
O 2.671 0.501 -0.875
H 0.623 2.222 -0.692
H 1.969 1.702 -0.125
O 1.177 2.344 0.089
H -0.104 0.373 -2.087
H -1.415 0.299 -1.214
O -0.857 0.918 -1.689
H 0.999 -0.844 -3.394
H -0.344 -1.284 0.212
O 1.088 -0.256 -2.662
*
```

=====

(12)
Density functional theory data (the ωB97M-V functional and the def2-TZVPD basis) for one molecule with the formula C7H13NO6.

Results
M (g/mol): 207.18
E (Eh): -780.53057
Highest occupied orbital energy (spin up / spin down) (eV): -8.35 / -6.49

The geometry in ORCA input format:
```
! wB97M-V def2-TZVPD RIJCOSX def2/J DEFGRID3
* xyz 0 1
C 0.274 -0.691 -1.872
C 0.848 1.825 1.187
C -0.456 1.147 1.446
C -0.473 -0.372 1.624
C -1.385 -1.334 0.848
C 0.407 1.659 -1.099
C 1.195 -1.739 -2.589
N 0.872 0.407 -1.291
O -0.877 -0.456 -2.545
O 0.975 2.419 -0.089
O -1.011 1.735 2.560
O -0.804 -0.547 3.029
O -0.623 -1.829 -0.184
O -0.540 1.975 -1.799
H 0.891 2.670 1.996
H 1.719 1.167 1.500
H -1.061 1.311 0.442
H 0.524 -0.831 1.534
H -2.273 -0.840 0.598
H 1.925 -1.988 -1.821
H 0.522 -2.595 -2.858
H 1.896 -1.326 -3.366
H 1.619 0.289 -0.635
H -0.925 1.145 3.302
H -0.760 -1.472 3.221
H -1.197 -2.056 -0.926
H -1.282 0.330 -2.212
*
```

=====

What did the fourth record say?
Density functional theory data (the ωB97M-V functional and the def2-TZVPD basis) for an isolated ion of composition H3N2O2S and charge -1.

Results
M (g/mol): 95.10
Energy above the lowest of the compared OMol25 structures with the same formula, charge and spin (kcal per mole): 18.3
E (Eh): -659.98124
Highest occupied orbital energy (eV): -3.25

The geometry in ORCA input format:
```
! wB97M-V def2-TZVPD RIJCOSX def2/J DEFGRID3
* xyz -1 1
N 1.288 0.517 0.088
N 0.190 0.521 -0.844
O -1.969 -1.105 -0.734
O -0.787 -0.863 1.371
S -1.439 -0.143 0.247
H 1.356 1.468 0.497
H 1.081 -0.052 0.819
H 0.281 -0.342 -1.444
*
```